[1]
The following is a DFT calculation (ωB97M-V with the def2-TZVPD basis set) of a molecular structure, C33H25N7OsSe2.

Each line ends with the Mulliken spin population.
Cartesian coordinates (Å):
1 Os -0.1504 -0.4041 0.0648  2.6296
2 Se -2.6225 1.8612 -0.9819  0.4410
3 Se -1.2520 3.4551 -0.1073  0.5272
4 C -1.4125 2.7479 1.6555  0.0546
5 C -1.7021 3.6327 2.6752  0.0208
6 C -1.9595 3.0956 3.9323  -0.0132
7 C -1.9186 1.7217 4.0786  0.0264
8 C -1.5891 0.9269 2.9847  0.0015
9 N -1.3237 1.4172 1.7680  0.0974
10 C -2.0561 2.1481 -2.8211  0.0086
11 C -2.8229 2.8839 -3.7017  -0.0086
12 C -2.3185 3.0203 -4.9938  -0.0040
13 C -1.1093 2.4319 -5.3148  0.0023
14 C -0.4237 1.7131 -4.3354  0.0035
15 N -0.8907 1.5685 -3.0884  0.0214
16 H -1.7514 4.7017 2.4979  -0.0012
17 H -2.2052 3.7441 4.7651  0.0005
18 H -2.1415 1.2576 5.0327  0.0008
19 H -1.5452 -0.1456 3.1009  -0.0009
20 H -3.7648 3.3366 -3.4129  -0.0058
21 H -2.8731 3.5844 -5.7329  -0.0003
22 H -0.6916 2.5227 -6.3104  0.0002
23 H 0.5309 1.2377 -4.5584  -0.0003
24 C 3.3448 -0.0642 2.7660  -0.0083
25 C 2.4365 0.1825 1.7419  0.0375
26 N 1.2871 -0.4937 1.6154  -0.0267
27 C 1.0047 -1.4605 2.5567  0.0128
28 C 1.8609 -1.7563 3.6127  0.0033
29 C 3.0727 -1.0372 3.6939  0.0303
30 C 1.4890 -2.7627 4.5665  0.0013
31 C 0.3173 -3.4185 4.4523  0.0027
32 C -0.5692 -3.1327 3.3629  -0.0043
33 C -1.8191 -3.7672 3.2002  0.0307
34 C -2.6345 -3.4160 2.1498  -0.0019
35 C -2.2039 -2.4496 1.2495  0.0229
36 N -1.0219 -1.8287 1.3693  0.0421
37 C -0.2108 -2.1666 2.4254  0.0213
38 H 4.2576 0.5163 2.8058  0.0010
39 H 2.6525 0.9408 1.0142  -0.0099
40 H 3.7780 -1.2574 4.4895  -0.0009
41 H 2.1695 -2.9799 5.3830  0.0001
42 H 0.0248 -4.1653 5.1850  0.0000
43 H -2.1355 -4.5246 3.9124  -0.0010
44 H -3.6063 -3.8727 2.0096  0.0008
45 H -2.8330 -2.1688 0.4218  0.0017
46 C 4.4320 2.5241 -1.8546  -0.0141
47 C 3.2579 2.8869 -1.1986  0.0204
48 C 2.2614 1.9506 -1.0205  0.1142
49 C 2.4256 0.6549 -1.5086  -0.0485
50 C 3.6036 0.2863 -2.1647  -0.0118
51 C 4.6035 1.2267 -2.3302  0.0032
52 N 1.3018 -0.2275 -1.4235  -0.1273
53 N 1.2456 -1.1383 -2.2890  0.0926
54 C 0.0217 -1.8023 -2.3949  0.0505
55 C -0.1418 -2.7422 -3.3851  0.0137
56 C -1.4207 -3.2350 -3.6287  0.0170
57 C -2.4870 -2.7225 -2.9051  0.0078
58 C -2.2420 -1.8070 -1.8988  0.0189
59 N -1.0049 -1.3823 -1.6082  -0.0533
60 H 5.2162 3.2611 -2.0016  0.0000
61 H 3.1295 3.9053 -0.8451  0.0012
62 H 1.3200 2.2142 -0.5563  -0.0346
63 H 3.7217 -0.7250 -2.5280  0.0002
64 H 5.5148 0.9539 -2.8441  -0.0001
65 H 0.7229 -3.0586 -3.9582  0.0004
66 H -1.5856 -3.9852 -4.3948  -0.0002
67 H -3.5048 -3.0276 -3.1133  0.0004
68 H -3.0591 -1.3869 -1.3282  -0.0075

The value obtained for the total energy is -178176.5483 eV. As for the energy above the lowest of the compared OMol25 structures with the same formula, charge and spin: 7.1 kJ/mol. The multiplicity is 5. As for the max |F|: 0.0183 Eh/bohr. As for the charge: +4. For the HOMO energy (spin up / spin down), the calculation gives -19.462 / -19.492 eV.

---

[2]
The following is a DFT calculation (ωB97M-V with the def2-TZVPD basis set) of 16 unconnected molecules or ions with the total composition C50H73N6O42S8 in a non-equilibrium geometry.

Each line ends with the Löwdin charge.
Cartesian coordinates (Å):
1 N 0.2948 -0.3363 0.3973  0.3056
2 H 0.4826 -0.7603 1.2945  0.0860
3 H 0.5675 0.6358 0.3706  0.0199
4 H -0.7031 -0.3913 0.2513  0.0629
5 H 0.7858 -0.9147 -0.2694  0.0729
6 C 5.1040 -1.1638 1.5269  -0.0605
7 C 3.8803 -1.1189 0.9306  -0.3608
8 C 3.7205 -0.9725 -0.6079  -0.3537
9 O 2.6495 -1.2946 -1.2122  -0.0996
10 C 4.8531 -0.8268 -1.4409  -0.0470
11 C 6.1982 -0.9512 -0.9482  -0.3148
12 C 6.3101 -1.1258 0.7128  -0.3336
13 O 7.4376 -1.2719 1.2036  -0.0301
14 O 7.2708 -0.8847 -1.6464  -0.0779
15 O 2.8714 -1.1283 1.7836  -0.1411
16 H 5.2790 -1.1701 2.5926  0.0993
17 H 4.6657 -0.7606 -2.5025  0.0622
18 C -3.0405 -2.4681 3.5794  -0.0299
19 C -2.5122 -1.7334 2.6020  -0.4473
20 C -3.2367 -1.4695 1.3235  -0.3988
21 O -2.7298 -0.7987 0.3497  -0.1231
22 C -4.4872 -1.9959 1.0670  -0.0329
23 C -5.1658 -2.8165 2.0739  -0.3235
24 C -4.3365 -3.1664 3.3660  -0.3211
25 O -4.7376 -3.9869 4.2160  -0.0232
26 O -6.3835 -3.1475 1.9602  -0.0464
27 O -1.3224 -1.3500 2.8900  -0.1113
28 H -2.5960 -2.6224 4.5515  0.1000
29 H -4.9740 -1.7303 0.1403  0.0762
30 C 2.3550 0.7984 -6.8565  -0.0904
31 C 2.7404 -0.6118 -6.3617  -0.2231
32 C 3.5377 -0.6194 -5.0107  -0.1657
33 C 4.7832 0.2187 -4.9194  -0.2074
34 N 5.7713 0.8337 -4.8716  0.1610
35 H 3.1365 1.5481 -6.9804  0.0712
36 H 1.7073 1.2949 -6.1339  0.0453
37 H 1.8317 0.7859 -7.8126  0.0673
38 H 3.4816 -1.0965 -6.9971  0.1018
39 H 1.9666 -1.3794 -6.3718  0.0712
40 H 3.9329 -1.5991 -4.7421  0.1138
41 H 2.9187 -0.3840 -4.1449  0.0923
42 C 1.9853 3.0872 5.6751  -0.1020
43 C 1.5544 2.7370 4.2542  -0.2485
44 C 0.1007 2.2321 4.1306  -0.1605
45 C -0.8449 3.2592 4.6687  -0.1991
46 N -1.6242 4.0332 5.0751  0.1437
47 H 1.2844 3.7951 6.1175  0.0622
48 H 2.9422 3.6047 5.7442  0.0574
49 H 2.1332 2.2287 6.3301  0.0705
50 H 2.2563 1.9457 3.9908  0.1006
51 H 1.6703 3.5173 3.5020  0.1050
52 H -0.0146 1.3316 4.7338  0.1099
53 H -0.1709 1.8608 3.1424  0.0941
54 C 2.3267 -5.3017 0.9172  -0.0883
55 C 1.5324 -4.5850 2.0587  -0.2419
56 C 0.0148 -4.5466 2.1705  -0.1397
57 C -0.5932 -4.0690 0.8903  -0.1515
58 N -1.0344 -3.6739 -0.1015  0.1928
59 H 3.4123 -5.3805 0.9737  0.0687
60 H 2.1764 -4.8391 -0.0583  0.0535
61 H 2.0534 -6.3567 0.9332  0.0583
62 H 2.0558 -3.6520 2.2682  0.0891
63 H 1.9307 -5.0579 2.9564  0.0920
64 H -0.3103 -3.8415 2.9355  0.0862
65 H -0.3396 -5.5329 2.4696  0.1230
66 C 1.2770 2.3881 -3.3271  -0.0695
67 C 0.7002 3.6928 -2.6235  -0.1834
68 C 1.4802 4.0670 -1.2994  -0.1354
69 C 1.1659 3.1200 -0.2289  -0.1407
70 N 0.8757 2.3756 0.6259  0.1923
71 H 1.1642 1.4292 -2.8214  0.0591
72 H 2.3464 2.5250 -3.4878  0.0567
73 H 0.8010 2.4385 -4.3064  0.0566
74 H -0.3741 3.5570 -2.4985  0.0797
75 H 0.7879 4.5388 -3.3052  0.1050
76 H 1.0914 5.0423 -1.0067  0.1177
77 H 2.5517 4.2384 -1.4023  0.0972
78 C -4.5785 2.9295 4.0395  -0.0831
79 C -5.4393 4.0033 4.2089  -0.0869
80 C -6.7535 3.7622 4.1816  -0.0177
81 C -7.2672 2.4390 3.8878  -0.1163
82 C -6.4067 1.3720 3.6500  0.0317
83 C -5.0048 1.6695 3.6135  -0.0388
84 N -8.7383 2.2669 3.9340  -0.3444
85 O -9.4355 3.1784 4.3504  0.0411
86 O -9.1950 1.2141 3.4699  0.0603
87 H -3.5224 3.1527 4.0044  0.0573
88 H -4.9684 4.9176 4.5384  0.1156
89 H -7.4612 4.5364 4.4389  0.1063
90 H -6.6890 0.3317 3.5818  0.1230
91 H -4.3364 0.8381 3.4446  0.1065
92 C 5.4914 2.1897 2.0625  -0.1680
93 C 6.5871 1.6869 3.0177  -0.2285
94 O 7.1878 2.7732 3.5982  -0.1821
95 S 6.2161 4.1331 3.6875  0.8011
96 O 6.8221 5.3397 3.0415  -0.2750
97 O 5.6462 4.2503 5.0287  -0.2752
98 O 5.0431 3.3648 2.7072  -0.2127
99 H 4.6306 1.5313 1.9450  0.1273
100 H 5.9838 2.3702 1.1070  0.1152
101 H 7.2684 1.0307 2.4761  0.1242
102 H 6.0494 0.9592 3.6255  0.1235
103 C 6.7104 2.4934 -1.8652  -0.1721
104 C 5.1496 2.5589 -1.8843  -0.1446
105 O 4.8446 3.8262 -1.2536  -0.2514
106 S 6.1151 4.8693 -1.3601  0.7012
107 O 6.2072 5.8578 -0.2910  -0.2412
108 O 6.2872 5.3555 -2.7148  -0.2616
109 O 7.1802 3.6279 -1.1606  -0.2020
110 H 6.9681 2.4927 -2.9243  0.1061
111 H 7.1298 1.5678 -1.4709  0.1157
112 H 4.7059 1.8373 -1.1983  0.1047
113 H 4.6349 2.4316 -2.8367  0.0981
114 C -6.7955 -0.2636 -1.8007  -0.1746
115 C -5.8266 0.7201 -1.1833  -0.1734
116 O -6.3785 2.0058 -1.3424  -0.2120
117 S -7.9875 1.9328 -1.4784  0.6890
118 O -8.4717 2.9931 -2.3399  -0.2448
119 O -8.5625 1.8261 -0.1415  -0.2417
120 O -7.8578 0.5188 -2.2568  -0.1899
121 H -7.1860 -1.0029 -1.1013  0.1370
122 H -6.4278 -0.8709 -2.6279  0.1141
123 H -4.8680 0.8057 -1.6951  0.1201
124 H -5.6743 0.6194 -0.1087  0.1274
125 C -2.5828 2.8119 -0.3066  -0.1571
126 C -3.5870 3.0177 0.7429  -0.1493
127 O -3.1693 4.0802 1.6245  -0.2130
128 S -2.0656 5.0524 0.9818  0.7141
129 O -0.8773 5.1594 1.8436  -0.2680
130 O -2.6437 6.2738 0.4076  -0.2693
131 O -1.7991 4.0222 -0.3121  -0.2301
132 H -3.0068 2.8021 -1.3107  0.1147
133 H -2.0066 1.8922 -0.2059  0.1158
134 H -3.8040 2.2135 1.4460  0.1147
135 H -4.5730 3.2805 0.3595  0.1318
136 C 0.8901 -4.0707 -3.6810  -0.0916
137 C 0.7496 -5.5934 -3.9239  -0.1741
138 O 1.1392 -5.8043 -5.2495  -0.2079
139 S 1.0458 -4.4630 -6.2071  0.7288
140 O 0.1783 -4.6904 -7.3727  -0.2514
141 O 2.4399 -4.0791 -6.4673  -0.2698
142 O 0.3602 -3.5735 -4.9768  -0.2665
143 H 1.9488 -3.8121 -3.6620  0.1252
144 H 0.3881 -3.5344 -2.8757  0.1181
145 H -0.3062 -5.8637 -3.9440  0.1192
146 H 1.4109 -6.0835 -3.2093  0.1398
147 C -0.8742 -0.8205 -4.8309  -0.1628
148 C -0.8445 -0.8336 -3.2718  -0.1692
149 O -1.8370 0.0443 -2.7917  -0.2024
150 S -2.5714 0.8336 -4.1001  0.7873
151 O -2.4353 2.2894 -3.7804  -0.2779
152 O -3.8948 0.2035 -4.3490  -0.2610
153 O -1.4870 0.3796 -5.2681  -0.1932
154 H -1.5415 -1.6368 -5.1076  0.1123
155 H 0.0528 -0.9155 -5.3965  0.1119
156 H 0.1323 -0.5106 -2.9118  0.1062
157 H -1.1278 -1.7969 -2.8476  0.1155
158 C 0.7661 -2.4749 5.1538  -0.2071
159 C 2.0669 -1.9597 5.7025  -0.1983
160 O 2.8247 -3.1050 5.9321  -0.1873
161 S 1.9293 -4.3818 6.4389  0.7617
162 O 1.6303 -4.2980 7.8739  -0.2754
163 O 2.4308 -5.6747 5.9341  -0.2671
164 O 0.5862 -3.7995 5.5879  -0.2013
165 H 0.8350 -2.4384 4.0666  0.1053
166 H -0.1077 -1.9572 5.5494  0.1362
167 H 1.8521 -1.3728 6.5955  0.1258
168 H 2.4773 -1.2703 4.9647  0.1371
169 C -4.3782 -2.7675 -2.9477  -0.1695
170 C -3.4543 -3.6581 -2.0548  -0.1934
171 O -2.5546 -4.2934 -2.9357  -0.2221
172 S -3.2314 -4.5232 -4.4390  0.7244
173 O -4.2647 -5.5259 -4.3946  -0.2338
174 O -2.2253 -4.4824 -5.4774  -0.2373
175 O -3.9933 -3.0485 -4.2784  -0.2281
176 H -4.1766 -1.7183 -2.7319  0.0948
177 H -5.4538 -2.9433 -2.9295  0.1235
178 H -3.9785 -4.3211 -1.3665  0.1328
179 H -2.9817 -2.9800 -1.3443  0.0734

The value obtained for the total energy is -234637.2996 eV. As for the energy above the lowest of the compared OMol25 structures with the same formula, charge and spin: 351.0 kJ/mol. As for the max |F|: 0.1086 Eh/bohr. As for the charge: -3. For the HOMO energy, the calculation gives -1.380 eV.

---

[3]
The following is a DFT calculation (ωB97M-V with the def2-TZVPD basis set) of a molecular structure, C6H15NO4Rb in a non-equilibrium geometry.

Each line ends with the Löwdin charge.
Cartesian coordinates (Å):
1 Rb -2.2692 -0.1561 1.9160  1.3545
2 C 0.8974 0.6877 2.1695  0.0137
3 N 0.8460 0.5555 0.6269  -0.2755
4 C -0.3924 1.4434 0.1568  0.0266
5 C 2.1760 0.9386 -0.0588  0.0406
6 C 0.5230 -0.9099 0.2891  -0.1226
7 C 0.8446 -1.4641 -1.1066  -0.2285
8 O 0.2133 -0.7692 -2.1329  -0.0562
9 H 1.2869 1.7048 2.2123  0.1095
10 H 1.5805 -0.0436 2.6015  0.1177
11 H -0.0967 0.5838 2.6043  0.0167
12 H -0.0378 2.4706 0.2405  0.1146
13 H -1.2060 1.1654 0.8268  -0.0486
14 H -0.6173 1.3114 -0.9016  0.1166
15 H 2.0906 1.0544 -1.1393  0.1188
16 H 2.9557 0.2264 0.2113  0.1145
17 H 2.5610 1.8638 0.3699  0.0996
18 H -0.5515 -1.0242 0.4325  0.0400
19 H 0.9995 -1.6295 0.9547  0.1385
20 H 0.3602 -2.4397 -1.1479  0.1389
21 H 1.8953 -1.6025 -1.3617  0.1247
22 H -0.6970 -1.0738 -2.1396  -0.2941
23 O -3.3953 -0.0264 -1.6863  0.1718
24 C -2.4098 -0.8319 -1.2226  -0.6502
25 O -2.3028 -0.9385 0.0384  -0.4905
26 O -1.5929 -1.4023 -1.9274  0.2059
27 H -3.6611 0.3058 -0.8257  0.1030

The value obtained for the total energy is -16788.9722 eV. As for the max |F|: 0.2693 Eh/bohr. As for the charge: +1. For the HOMO energy, the calculation gives -11.903 eV.